Molecular formula: C4H7P
Method: DFT, ωB97M-V/def2-TZVPD

Its total charge is 0. For the energy above the lowest of the compared OMol25 structures with the same formula, charge and spin, the calculation gives 349.3 kJ/mol. For the orbital gap, the calculation gives 10.05 eV.

XYZ file:
```
12
Properties=species:S:1:pos:R:3:forces:R:3:nbo_charge:R:1
C -0.401776 -1.406504 -0.547664 2.2 4.1 2.3 -0.62
C 1.054099 0.819536 0.718625 2.1 0.1 1.6 -0.44
C 0.027891 1.563673 -0.090423 0.5 1.2 0.5 -0.45
C -0.295954 0.284939 0.499261 -1.1 -5.1 -0.3 -0.18
P -1.908796 -1.957180 -0.785148 -0.9 0.5 0.2 0.45
H 0.606595 -1.860758 -0.770075 -1.3 0.7 0.2 0.21
H 1.932153 0.269814 0.240882 -1.3 1.1 0.5 0.21
H 1.303467 1.275755 1.736318 -0.4 -0.9 -1.4 0.21
H -0.279566 2.601006 0.093586 -0.3 -0.8 0.6 0.23
H 0.283525 1.438406 -1.064745 0.3 0.0 -3.1 0.21
H -0.949740 0.030625 1.339233 0.1 0.7 -0.4 0.22
H -1.371898 -3.059312 -1.369849 0.0 -1.6 -0.8 -0.06
```
Positions in Å, forces in eV/Å.


Molecular formula: C4H7P
Method: DFT, ωB97M-V/def2-TZVPD

Its total charge is 0. As for the SMILES: C=CPC=C. For the energy above the lowest of the compared OMol25 structures with the same formula, charge and spin, the calculation gives 174.4 kJ/mol. For the orbital gap, the calculation gives 9.25 eV.

XYZ file:
```
12
Properties=species:S:1:pos:R:3:forces:R:3:nbo_charge:R:1
C 2.355623 -0.505419 -0.516628 0.3 -0.1 0.2 -0.40
C 1.795507 0.347382 0.323287 -2.3 -0.3 -1.5 -0.42
P 0.024520 1.083396 -0.000758 0.0 0.2 0.2 0.44
C -1.587099 0.137228 -0.605516 2.5 0.2 1.1 -0.42
C -2.415454 -0.320116 0.316068 -0.2 -0.1 0.0 -0.37
H 3.391457 -0.804783 -0.456456 0.2 0.0 0.1 0.20
H 1.788426 -0.951247 -1.318228 -0.1 -0.1 -0.1 0.19
H 2.303255 0.873343 1.112533 0.1 0.1 0.3 0.22
H -0.318149 0.987724 1.350979 -0.2 0.1 0.2 -0.05
H -1.787185 0.179780 -1.657712 -0.2 0.0 -0.3 0.21
H -2.146316 -0.335950 1.363501 0.1 0.0 0.0 0.20
H -3.404582 -0.691342 0.088925 -0.1 0.0 -0.2 0.20
```
Positions in Å, forces in eV/Å.


Molecular formula: C4H7P
Method: DFT, ωB97M-V/def2-TZVPD

Its total charge is 0. For the energy above the lowest of the compared OMol25 structures with the same formula, charge and spin, the calculation gives 410.6 kJ/mol. For the orbital gap (alpha / beta), the calculation gives 8.24 / 8.14 eV.

XYZ file:
```
12
Properties=species:S:1:pos:R:3:forces:R:3:nbo_charge:R:1
C -1.297050 0.477475 0.041017 -0.1 4.8 -0.3 -0.30
C -1.274237 -0.749223 -0.220053 3.3 -1.5 0.7 -0.11
C 0.062241 1.283435 0.256651 -2.0 2.4 -0.1 -0.75
C 1.176736 -1.310937 0.248446 -1.9 1.6 -2.8 -0.69
P 1.609940 0.395434 -0.166861 -0.6 -0.8 -0.9 0.58
H -2.235403 1.206717 -0.105230 2.0 -1.7 0.4 0.23
H -1.756901 -1.548533 -0.615220 -1.5 -2.0 -0.6 0.19
H 0.002965 2.204404 -0.473761 0.2 -1.7 1.1 0.24
H -0.003562 1.828675 1.251469 0.5 -1.0 -0.9 0.24
H 1.208920 -1.639495 1.206522 -0.2 -0.5 3.2 0.18
H 1.562842 -2.117737 -0.351688 -0.1 0.1 -0.8 0.21
H 1.230617 0.208589 -1.576633 0.5 0.3 1.0 -0.03
```
Positions in Å, forces in eV/Å.


Molecular formula: C4H8
Method: DFT, ωB97M-V/def2-TZVPD

Its total charge is 0. As for the SMILES: C/C=C/C. For the energy above the lowest of the compared OMol25 structures with the same formula, charge and spin, the calculation gives 42.4 kJ/mol. For the orbital gap, the calculation gives 10.42 eV.

XYZ file:
```
12
Properties=species:S:1:pos:R:3:forces:R:3:nbo_charge:R:1
C 0.519146 1.830002 -0.309320 1.1 -0.3 0.5 -0.64
C 0.495792 0.350761 0.032136 -0.2 1.6 -0.9 -0.17
C -0.533959 -0.418856 -0.274696 -0.7 0.6 0.2 -0.21
C -0.572113 -1.780051 0.284434 0.6 -2.3 0.7 -0.65
H -0.349804 2.120203 -0.906850 0.5 0.1 -0.1 0.21
H 0.505824 2.387801 0.621864 -0.5 0.1 0.4 0.21
H 1.517099 2.158475 -0.678338 -0.8 -0.3 -0.6 0.21
H 1.362512 -0.032945 0.548916 0.0 -0.2 0.3 0.19
H -1.396066 0.026298 -0.835938 0.8 -0.6 0.5 0.20
H 0.058053 -1.875391 1.175952 0.2 0.5 -0.1 0.21
H -1.491860 -2.207463 0.697508 -0.4 0.5 -0.7 0.22
H -0.114621 -2.558839 -0.355667 -0.5 0.3 -0.2 0.21
```
Positions in Å, forces in eV/Å.


Molecular formula: C4H8
Method: DFT, ωB97M-V/def2-TZVPD

Its total charge is 0. As for the SMILES: C=CCC. For the energy above the lowest of the compared OMol25 structures with the same formula, charge and spin, the calculation gives 55.1 kJ/mol. For the orbital gap, the calculation gives 10.94 eV.

XYZ file:
```
12
Properties=species:S:1:pos:R:3:forces:R:3:nbo_charge:R:1
C -0.156353 -0.151686 -2.096677 -0.2 -1.3 -0.6 -0.39
C 0.198570 0.264175 -0.895334 -0.1 0.9 -0.1 -0.17
C -0.113255 -0.459676 0.379777 0.0 -0.7 0.9 -0.46
C 0.150438 0.294484 1.678225 -0.3 2.0 0.6 -0.61
H -0.022974 0.304790 -3.068939 0.3 0.7 0.4 0.20
H -0.595054 -1.141973 -2.224798 -0.1 0.0 0.3 0.18
H 0.601838 1.269536 -0.797509 0.2 -0.1 0.1 0.19
H -1.173138 -0.719842 0.331836 0.1 -0.3 0.1 0.22
H 0.463947 -1.376699 0.539385 -0.2 -0.2 -0.8 0.22
H -0.737576 0.761378 2.124686 -0.2 -0.3 -0.3 0.21
H 0.602358 -0.223727 2.521307 0.1 -0.6 -0.4 0.21
H 0.781203 1.179241 1.508045 0.2 -0.3 -0.1 0.20
```
Positions in Å, forces in eV/Å.


Molecular formula: C4H8
Method: DFT, ωB97M-V/def2-TZVPD

Its total charge is 0. As for the SMILES: C=C.C=C. For the energy above the lowest of the compared OMol25 structures with the same formula, charge and spin, the calculation gives 141.7 kJ/mol. For the orbital gap, the calculation gives 11.54 eV.

XYZ file:
```
12
Properties=species:S:1:pos:R:3:forces:R:3:nbo_charge:R:1
C -3.919556 0.823422 2.651581 -0.2 -0.5 -0.2 -0.39
C -4.106588 0.057938 3.723804 0.0 0.3 0.1 -0.39
H -4.111766 1.901940 2.618954 0.1 -0.5 0.1 0.20
H -3.637924 0.327571 1.715614 0.1 0.4 0.3 0.19
H -4.448331 0.481709 4.675039 0.2 -0.2 -0.3 0.19
H -3.912099 -1.020042 3.686904 -0.1 0.5 0.0 0.20
C 4.497896 -0.023689 -2.919717 -0.9 -0.8 -0.5 -0.39
C 3.557952 -0.824936 -3.469225 0.8 0.8 0.7 -0.39
H 4.825902 -0.220674 -1.892669 -0.1 0.2 -0.4 0.19
H 4.959116 0.817750 -3.449304 -0.2 -0.4 0.2 0.20
H 3.129904 -1.626772 -2.856817 0.1 0.2 -0.4 0.19
H 3.165492 -0.694216 -4.484164 0.3 0.0 0.4 0.20
```
Positions in Å, forces in eV/Å.


Molecular formula: C4H8
Method: DFT, ωB97M-V/def2-TZVPD

Its total charge is 0. As for the SMILES: C=C.C=C. For the energy above the lowest of the compared OMol25 structures with the same formula, charge and spin, the calculation gives 147.9 kJ/mol. For the orbital gap, the calculation gives 11.38 eV.

XYZ file:
```
12
Properties=species:S:1:pos:R:3:forces:R:3:nbo_charge:R:1
C -1.454048 -0.741757 -1.439470 0.8 -0.5 0.2 -0.37
C -1.714575 0.435847 -0.900583 -0.8 -0.1 -0.6 -0.39
H -1.432172 -1.654551 -0.851977 0.0 0.1 0.1 0.19
H -1.091954 -0.864266 -2.455453 -0.4 0.2 -0.1 0.19
H -1.995694 0.529305 0.136426 0.0 0.1 0.1 0.19
H -1.863017 1.290574 -1.552748 0.4 0.2 0.3 0.19
C 1.151455 0.081686 1.643446 -0.2 -0.5 0.9 -0.38
C 2.019404 0.191274 0.660064 0.3 1.1 -0.2 -0.39
H 0.110193 0.364466 1.622183 -0.1 0.0 -0.6 0.19
H 1.426233 -0.357235 2.599142 0.3 0.2 0.0 0.19
H 1.759889 0.637833 -0.294627 -0.2 -0.1 0.0 0.19
H 3.084287 0.086823 0.833599 -0.1 -0.6 0.0 0.19
```
Positions in Å, forces in eV/Å.


Molecular formula: C4H8
Method: DFT, ωB97M-V/def2-TZVPD

Its total charge is +1. As for the spin multiplicity: 2. For the energy above the lowest of the compared OMol25 structures with the same formula, charge and spin, the calculation gives 19.3 kJ/mol. For the orbital gap (alpha / beta), the calculation gives 11.11 / 9.49 eV.

XYZ file:
```
12
Properties=species:S:1:pos:R:3:forces:R:3:lowdin_spin:R:1
C -0.598983 -0.240693 0.314848 -0.3 -0.4 0.7 0.36
C 0.564208 0.218077 -0.326400 -0.3 0.2 -0.6 0.36
C 0.966136 -0.252554 -1.633604 0.8 0.1 -0.8 0.08
C -1.000570 0.278562 1.606939 0.9 1.4 0.4 0.08
H -1.177260 -1.091882 -0.042182 0.2 0.2 -0.5 0.01
H 1.146161 1.007873 0.132226 0.0 0.0 0.3 0.01
H 1.814227 0.278726 -2.070844 -0.1 0.1 0.4 0.00
H 1.314552 -1.297173 -1.540017 -0.4 -0.1 -0.1 0.03
H 0.162819 -0.185510 -2.380820 -0.1 -0.5 0.3 0.02
H -2.002750 0.707845 1.697108 -0.3 -0.6 -0.2 0.02
H -0.330010 1.094298 1.899463 -0.1 -0.1 0.1 0.00
H -0.858531 -0.517571 2.343283 -0.4 -0.3 0.1 0.03
```
Positions in Å, forces in eV/Å.


Molecular formula: C4H8AlBr4ClF2N4NaO7S3
Method: DFT, ωB97M-V/def2-TZVPD

Its total charge is +1. For the orbital gap, the calculation gives 1.95 eV.

XYZ file:
```
35
Properties=species:S:1:pos:R:3:forces:R:3:nbo_charge:R:1
O -0.253351 -4.370995 -0.470858 0.3 -0.1 -0.2 -0.84
S 0.661761 -3.485815 0.163177 -1.6 -0.4 -0.8 1.99
O 0.635699 -3.614789 1.661246 0.4 -0.1 0.7 -1.17
C 0.261300 -1.810391 -0.284189 0.8 0.5 0.7 -0.54
N 0.751927 -0.845686 0.689511 -0.1 0.1 0.2 -0.36
C 1.984018 -0.739699 1.301286 -0.3 0.3 0.0 0.16
N 2.003219 0.270811 2.123296 -0.1 -0.3 -0.2 -0.19
N 0.773749 0.806545 2.014929 -0.3 -2.0 1.0 -0.27
C 0.005686 0.171898 1.158911 0.4 -0.3 0.5 0.27
H 1.922058 -3.740123 -0.248201 0.2 0.2 0.2 0.07
H 0.640715 -1.580808 -1.292738 -0.3 -0.4 -0.3 0.37
H -0.824385 -1.790336 -0.300887 -0.3 -0.1 -0.4 0.32
H 2.796228 -1.415194 1.117113 0.2 0.0 0.0 0.23
H 0.469973 1.622299 2.533093 0.1 -0.3 0.0 0.49
H -1.008671 0.447059 0.902459 0.1 -0.1 0.1 0.34
O -2.033323 0.980338 2.717006 -0.3 0.0 -0.1 -1.22
H -1.915451 0.122432 3.104840 0.7 0.3 -0.2 0.27
C 2.444812 -0.807905 -4.203244 -0.5 -0.4 -0.8 -0.50
Br 0.843606 -1.448922 -5.057557 1.9 0.4 -1.1 0.19
Br 2.146107 -0.066607 -2.435947 0.2 0.3 0.1 0.03
Br 3.783191 -2.187472 -4.155815 0.2 0.0 0.2 0.07
H 2.836777 0.009167 -4.789773 0.1 0.0 0.1 0.23
Cl -1.073711 -1.569970 -3.120392 -1.4 -0.2 2.1 -0.91
Na -2.316863 -1.353847 3.880754 -0.6 -0.1 0.4 0.99
N -1.561940 3.546165 0.702320 -0.8 -0.3 -0.4 -1.15
S 0.019799 3.729049 0.476842 0.9 1.3 0.0 2.53
O 0.360912 4.519038 -0.646092 -0.2 -0.1 -0.1 -0.87
O 0.762661 2.533643 0.737290 -0.2 1.8 -1.1 -0.97
F 0.279020 4.633528 1.722778 -0.2 -0.3 0.0 -0.46
S -2.275031 2.726088 -0.381370 2.9 -1.3 -0.7 2.56
O -3.733006 2.892053 -0.274959 -3.8 0.3 0.7 -0.83
O -1.813660 1.403232 -0.624544 -0.6 0.1 0.1 -0.90
F -1.988376 3.475493 -1.713397 -0.7 0.0 0.2 -0.44
Al -0.124607 -4.885209 2.987403 0.3 0.3 -0.5 0.95
Br -5.460840 1.824930 0.005710 2.7 1.0 -0.4 0.55
```
Positions in Å, forces in eV/Å.


Molecular formula: C4H8AsBaBrN2S5
Method: DFT, ωB97M-V/def2-TZVPD

Its total charge is -2. For the orbital gap, the calculation gives 4.12 eV.

XYZ file:
```
22
Properties=species:S:1:pos:R:3:forces:R:3:nbo_charge:R:1
Ba 7.320867 5.466838 3.739645 2.6 -0.7 1.3 1.74
S 10.619358 6.106324 4.700105 -0.4 2.3 -1.4 -0.96
As 10.158277 4.264733 5.533507 3.6 -1.0 1.8 0.96
S 9.795523 2.842827 4.092075 -1.3 -1.2 -2.1 -0.91
S 8.572572 4.463099 6.834859 -3.0 0.6 1.2 -0.95
S 11.930306 3.630348 6.697450 -0.5 0.1 -0.2 -0.93
C 4.549288 8.524467 4.677619 0.5 -0.3 -0.7 -0.42
N 5.838156 8.173734 5.254025 0.0 0.0 0.1 -0.45
C 6.024666 7.975741 6.701912 -0.5 0.7 0.0 -0.21
C 7.559881 8.018124 6.852982 -0.6 -1.1 1.3 -0.27
N 7.999095 8.402589 5.539278 0.2 1.3 -0.4 -0.57
C 7.015044 8.513166 4.641826 0.3 -0.7 -0.4 0.31
S 7.323272 8.682748 2.949325 -0.6 0.4 1.2 -0.37
H 4.526153 8.043413 3.690403 -0.3 0.3 0.1 0.26
H 4.478812 9.611606 4.572385 -0.2 0.0 0.0 0.18
H 3.717163 8.131601 5.262652 0.3 0.0 0.1 0.20
H 5.521173 7.066057 7.049160 0.5 -0.2 -0.3 0.21
H 5.515319 8.768278 7.285595 0.3 0.1 -0.4 0.17
H 7.927529 7.012566 7.112780 0.2 0.1 -0.3 0.29
H 7.829132 8.669465 7.689534 0.3 0.3 -0.5 0.19
H 8.910690 8.786596 5.311264 -0.1 -0.8 0.1 0.45
Br 4.745022 5.415737 2.481223 -1.2 -0.1 -0.5 -0.92
```
Positions in Å, forces in eV/Å.


Molecular formula: C4H8BBr2ClCsGaO2
Method: DFT, ωB97M-V/def2-TZVPD

Its total charge is 0. For the orbital gap, the calculation gives 6.37 eV.

XYZ file:
```
20
Properties=species:S:1:pos:R:3:forces:R:3:lowdin_charge:R:1
C 3.558726 -0.754969 -0.100151 -0.2 0.0 -0.7 -0.08
O 2.809142 -0.252577 -1.210380 0.3 -0.2 0.2 -0.07
B 2.059221 0.847066 -0.850764 -0.4 -0.3 -0.1 -0.75
O 2.692247 2.042717 -0.981374 0.5 0.3 0.0 0.12
Ga 0.086399 0.851105 -0.117727 0.4 0.2 -0.2 0.19
Cl 0.191922 0.896271 2.168379 -0.2 -0.1 0.0 0.03
C -1.021596 -0.849557 -0.491957 0.2 -0.6 -0.1 -0.79
Br -0.200246 -2.366702 -1.282865 0.1 0.3 0.0 0.69
C -2.280246 -0.898969 -0.125688 -0.3 0.6 0.6 -0.77
C -2.909658 0.305349 0.598043 -0.5 -0.6 -1.1 -0.30
Br -3.375602 -2.556256 -0.450109 2.2 -1.0 -2.1 0.37
H 4.372173 -1.343079 -0.489362 0.3 -0.3 -0.2 0.08
H 3.978629 0.056182 0.472358 0.2 0.3 0.4 0.08
H 2.924587 -1.374869 0.517611 -0.2 -0.2 0.4 0.08
H 2.160843 2.748186 -0.617202 -0.2 0.4 0.0 0.07
H -0.759787 2.135645 -0.554056 -0.2 -0.1 0.1 -0.04
H -2.831687 1.129514 -0.085128 0.1 0.6 -0.3 0.05
H -2.341227 0.565130 1.476634 0.1 -0.1 0.5 0.03
H -3.982338 0.187342 0.810746 2.3 1.9 -0.6 -0.19
Cs -5.131503 -1.367529 1.312993 -4.4 -1.1 3.3 1.18
```
Positions in Å, forces in eV/Å.


Molecular formula: C4H8BF3LiO3S
Method: DFT, ωB97M-V/def2-TZVPD

Its total charge is +1. For the energy above the lowest of the compared OMol25 structures with the same formula, charge and spin, the calculation gives 0.0 kJ/mol. For the orbital gap, the calculation gives 10.12 eV.

XYZ file:
```
21
Properties=species:S:1:pos:R:3:forces:R:3:nbo_charge:R:1
C -0.632331 1.485322 1.355582 0.1 0.1 -0.2 -0.57
C -1.465262 1.164174 0.108352 -0.4 -0.1 0.0 -0.40
C -1.784991 -0.323326 0.064519 0.3 -0.2 -0.5 -0.83
B -0.497600 -1.222709 0.186268 -0.9 -0.4 0.2 0.91
O -0.440838 -2.492556 0.593447 -0.1 0.7 0.2 -0.90
S 1.396030 -0.560131 -0.175673 0.1 -0.6 0.2 1.75
O 1.612469 0.891041 0.029462 0.6 -2.1 -1.6 -1.10
O 2.254772 -1.473628 0.537163 -0.1 0.5 -0.1 -0.87
C 1.725727 -0.828372 -2.002982 -0.4 0.3 0.3 0.78
F 0.917574 -1.795091 -2.398936 -0.3 -0.4 0.0 -0.29
F 1.467271 0.262682 -2.686922 -0.2 0.5 -0.2 -0.29
F 2.966639 -1.163710 -2.141954 0.9 -0.3 -0.1 -0.27
H 0.206661 1.973989 0.872940 -0.9 0.8 0.9 0.11
H -1.108546 2.052152 2.156256 0.0 0.1 -0.3 0.25
H -0.209434 0.571849 1.792427 -0.2 0.1 0.2 0.18
H -2.355884 1.796660 0.053163 0.0 -0.2 0.1 0.24
H -0.883556 1.402133 -0.790275 -0.1 0.1 0.2 0.21
H -2.300664 -0.557979 -0.880449 0.1 -0.2 0.1 0.29
H -2.471145 -0.647067 0.859569 0.1 0.1 -0.1 0.27
H -0.185200 -2.707420 1.501839 0.2 -0.3 -0.3 0.55
Li 1.788308 2.171987 0.966203 1.0 1.6 1.2 0.97
```
Positions in Å, forces in eV/Å.


> Number 2 is which compound?

C4H7P


> What is the total charge in the sixth record?

0


> What is the formula in the first record?

C4H7P